Below is an isolated molecule of C5H8N4, with properties calculated with ωB97M-V/def2-TZVPD.

Output
Net charge: 0
HOMO-LUMO gap (eV): 9.08
SMILES: [H]/N=N\c1c[nH]c(CC)n1
HOMO energy (eV): -8.775
Multiplicity: 1

Each line ends with the Löwdin charge.
Atoms and positions in Å:
C1 0.13 -3.10 -1.20  -0.1339
C2 -0.82 -1.90 -0.84  -0.2477
C3 -0.33 -0.82 -0.04  -0.4534
C4 0.18 1.18 0.48  -0.3062
C5 -0.08 0.50 1.70  -0.0616
H1 0.09 -3.68 -0.27  0.0308
H2 -0.29 -3.71 -2.20  0.1224
H3 1.32 -2.66 -1.21  0.1419
H4 -0.63 -1.12 -1.81  0.1601
H5 -1.95 -2.14 -0.73  0.1381
H6 0.10 0.68 2.80  0.1285
H7 -0.90 -1.56 1.97  0.2514
H8 0.66 2.50 -1.59  0.0676
N1 -0.06 0.35 -0.63  0.1395
N2 -0.23 -0.82 1.36  0.0564
N3 0.58 2.56 0.35  -0.0688
N4 0.74 3.14 -0.72  0.0348

Below is a cluster of 2 separate species, CH6N3O2 in total, with properties calculated with ωB97M-V/def2-TZVPD.

Output
Net charge: +1
HOMO-LUMO gap (spin up / spin down) (eV): 10.60 / 6.44
HOMO energy (spin up / spin down) (eV): -15.230 / -13.558
Multiplicity: 1

Each line ends with the Löwdin charge.
Atoms and positions in Å:
C1 0.50 -0.06 0.20  -0.0648
N1 0.67 -1.30 -0.14  0.1813
N2 1.25 0.95 0.19  0.0300
N3 -2.32 -0.33 0.39  0.0641
O1 2.65 1.12 -0.05  0.0946
O2 -2.77 0.67 -0.31  -0.0066
H1 1.50 -1.66 -0.53  0.1119
H2 -0.11 -1.84 -0.43  0.1034
H3 0.89 1.85 0.45  0.1681
H4 -2.42 -0.06 1.47  0.1346
H5 2.99 0.24 -0.04  0.0948
H6 -2.83 0.42 -1.20  0.0887

Below is an isolated molecule of C5H7NO3, with properties calculated with ωB97M-V/def2-TZVPD.

Output
Net charge: 0
HOMO-LUMO gap (eV): 9.36
SMILES: CC(=C=O)[C@H](N)C(=O)O
HOMO energy (eV): -8.718
Multiplicity: 1

Each line ends with the Löwdin charge.
Atoms and positions in Å:
C1 -0.02 0.61 0.62  -0.2702
C2 0.01 -1.98 0.65  -0.0430
C3 1.26 0.81 -0.24  -0.4951
C4 -0.44 -0.71 -0.04  -0.2492
N1 -0.90 1.73 0.53  0.0683
O1 1.01 1.54 -1.34  0.1136
C5 -1.18 -0.73 -1.12  -0.1394
O2 2.36 0.43 0.06  0.1105
O3 -1.76 -0.61 -2.13  0.1818
H1 1.84 1.71 -1.81  0.1383
H2 0.26 0.42 1.66  0.1575
H3 -1.09 2.00 -0.43  0.0808
H4 -1.72 1.64 1.11  0.0925
H5 -0.25 -2.85 0.05  0.0854
H6 -0.46 -2.06 1.63  0.0842
H7 1.10 -1.96 0.78  0.0840

Below is an isolated molecule of C20H24ClFN4O, with properties calculated with ωB97M-V/def2-TZVPD.

Output
Net charge: 0
HOMO-LUMO gap (eV): 9.40
SMILES: CN1CCN([C@@H](CNC(=O)Nc2ccc(Cl)cc2)c2ccc(F)cc2)CC1
HOMO energy (eV): -8.741
Multiplicity: 1

Each line ends with the Löwdin charge.
Atoms and positions in Å:
C1 -4.65 3.94 0.82  -0.1046
N1 -3.60 2.95 0.72  -0.2318
C2 -3.85 2.00 -0.34  -0.1942
C3 -2.76 0.93 -0.35  -0.1719
N2 -1.47 1.56 -0.56  -0.1148
C4 -1.22 2.49 0.53  -0.1702
C5 -2.30 3.56 0.52  -0.1887
H1 -2.11 4.27 1.33  0.1217
H2 -2.25 4.11 -0.44  0.1283
H3 -0.25 2.96 0.39  0.1176
H4 -1.24 1.98 1.51  0.1272
C6 -0.41 0.60 -0.85  -0.2631
C7 0.03 -0.28 0.30  -0.1841
C8 -0.37 -1.62 0.33  -0.0217
C9 0.04 -2.47 1.34  -0.0062
C10 0.86 -1.96 2.33  -0.2906
C11 1.26 -0.64 2.34  0.0102
C12 0.84 0.20 1.33  -0.0292
H5 1.18 1.22 1.32  0.1147
H6 1.90 -0.28 3.14  0.1231
F1 1.29 -2.79 3.31  0.0552
H7 -0.25 -3.50 1.35  0.1222
H8 -1.00 -2.00 -0.46  0.1181
C13 0.81 1.29 -1.51  -0.1125
N3 1.89 0.33 -1.64  0.0860
C14 2.98 0.44 -0.83  -0.5651
O1 3.34 1.49 -0.33  0.0596
N4 3.72 -0.71 -0.62  0.1420
C15 3.27 -2.04 -0.72  -0.2468
C16 3.37 -2.87 0.39  -0.0221
C17 2.90 -4.17 0.35  -0.1046
C18 2.32 -4.64 -0.82  -0.6837
C19 2.26 -3.85 -1.95  -0.0980
C20 2.74 -2.55 -1.90  -0.0335
H9 2.75 -1.96 -2.81  0.1195
H10 1.85 -4.24 -2.86  0.1068
Cl1 1.69 -6.25 -0.87  0.6705
H11 2.96 -4.80 1.22  0.1118
H12 3.81 -2.49 1.30  0.1213
H13 4.43 -0.56 0.08  0.1497
H14 1.60 -0.60 -1.89  0.1010
H15 0.52 1.67 -2.49  0.1276
H16 1.19 2.11 -0.91  0.1094
H17 -0.84 -0.07 -1.62  0.1408
H18 -2.95 0.23 -1.16  0.1228
H19 -2.80 0.38 0.61  0.1304
H20 -4.82 1.53 -0.17  0.1207
H21 -3.86 2.50 -1.33  0.1269
H22 -4.75 4.55 -0.10  0.0872
H23 -4.44 4.61 1.65  0.0827
H24 -5.60 3.44 1.00  0.0826

Below is a structure of composition C15H19F16GaIO4, with properties calculated with ωB97M-V/def2-TZVPD.

Output
Net charge: -1
HOMO-LUMO gap (eV): 7.04
HOMO energy (eV): -5.184
Multiplicity: 1

Each line ends with the Löwdin charge.
Atoms and positions in Å:
C1 1.85 7.16 0.52  -0.1846
C2 2.47 5.86 -0.21  -0.3983
C3 1.86 4.49 0.42  -0.7768
I1 1.85 4.56 2.61  0.8082
Ga1 -0.02 4.28 -0.44  0.2899
C4 -1.59 4.85 0.79  -0.2345
C5 -2.38 6.00 0.01  -0.5430
O1 -3.47 5.75 -0.50  0.0199
O2 -1.71 7.25 -0.07  -0.0210
H1 2.46 7.39 1.46  0.0443
H2 1.83 8.05 -0.19  0.0696
H3 0.80 6.87 0.86  0.0315
H4 2.13 5.84 -1.30  0.0640
H5 3.59 5.78 -0.09  0.0826
H6 2.59 3.68 0.08  0.0228
H7 -0.06 5.20 -1.78  -0.0481
H8 -0.31 2.76 -0.88  -0.0869
H9 -2.30 3.96 0.88  0.0496
H10 -1.27 5.18 1.82  0.0331
H11 -1.64 7.63 0.83  0.1003
C6 -0.58 -1.03 1.23  -0.0419
C7 0.12 -2.16 2.03  -0.4308
C8 -0.56 -2.58 3.33  -0.3039
F1 -0.63 -1.59 4.23  0.0966
F2 0.15 -3.58 3.93  0.0801
F3 1.41 -1.82 2.23  0.1301
F4 0.14 -3.25 1.21  0.0899
O3 -0.07 0.30 1.38  0.0304
C9 -0.54 1.07 2.47  -0.5091
C10 0.58 1.42 3.46  -0.3415
F5 1.17 0.31 3.96  0.0785
F6 0.09 2.11 4.52  0.0670
F7 -1.59 0.45 3.05  0.1285
F8 -1.02 2.20 1.94  0.1144
H12 -0.40 -1.26 0.18  0.1363
H13 -1.67 -1.06 1.33  0.1442
H14 -1.57 -2.96 3.15  0.1703
H15 1.36 2.02 2.98  0.0353
C11 -1.55 -6.12 -2.75  -0.0402
C12 -1.33 -4.77 -2.02  -0.4364
C13 -0.84 -3.61 -2.89  -0.3006
F9 0.36 -3.85 -3.45  0.0986
F10 -0.69 -2.49 -2.13  0.0961
F11 -0.51 -4.97 -0.97  0.1268
F12 -2.54 -4.41 -1.50  0.1022
O4 -0.50 -7.10 -2.66  0.0316
C14 0.57 -7.02 -3.57  -0.5122
C15 1.91 -6.73 -2.89  -0.2830
F13 1.88 -5.57 -2.19  0.1044
F14 2.90 -6.61 -3.80  0.0967
F15 0.27 -6.14 -4.54  0.1394
F16 0.63 -8.23 -4.17  0.1405
H16 -2.39 -6.60 -2.24  0.1467
H17 -1.88 -5.99 -3.78  0.1430
H18 -1.56 -3.38 -3.68  0.1741
H19 2.17 -7.53 -2.19  0.1750

Below is an isolated molecule of C20H17ClN4O4S4, with properties calculated with ωB97M-V/def2-TZVPD.

Output
Net charge: 0
HOMO-LUMO gap (eV): 8.82
SMILES: CS(=O)(=O)c1ccc(NC(=O)CSc2nnc(N3C(=O)CS[C@@H]3c3ccccc3Cl)s2)cc1
HOMO energy (eV): -8.760
Multiplicity: 1

Each line ends with the Löwdin charge.
Atoms and positions in Å:
O1 3.00 1.25 0.41  -0.0160
O2 -1.88 1.05 -3.02  0.0954
O3 4.03 -6.94 2.36  -0.3492
O4 1.74 -7.10 2.93  -0.3534
Cl1 -3.80 4.50 1.62  0.6746
N1 -0.24 0.20 0.63  -0.0466
N2 -1.10 0.43 -0.42  0.0540
S1 -1.01 2.46 1.06  1.0715
S2 1.16 1.36 2.74  0.9262
S3 -5.17 2.68 -1.80  0.9284
C1 2.68 0.11 0.87  -0.5018
C2 -2.85 1.36 -2.38  -0.4314
C3 0.02 1.21 1.42  -0.9859
C4 -1.60 1.64 -0.35  -0.5064
C5 -2.21 7.10 -1.03  -0.0617
C6 -2.31 6.37 -2.28  -0.0830
C7 -2.68 6.56 0.17  -0.1001
C8 1.65 -2.87 0.64  0.0328
C9 4.01 -3.10 0.39  -0.0456
C10 -2.79 5.09 -2.25  -0.0400
C11 1.48 -4.15 1.26  -0.0066
C12 3.89 -4.36 0.89  -0.0603
C13 -3.09 5.21 0.15  -0.5514
C14 2.95 -2.29 0.42  -0.2462
C15 -3.22 4.44 -1.03  -0.2493
C16 2.66 -4.89 1.32  -0.2844
N3 3.11 -0.93 0.10  0.1251
N4 -2.66 2.03 -1.19  -0.0573
C17 2.29 -0.04 2.36  -0.3316
C18 -4.37 1.45 -2.85  -0.3512
C19 -3.60 3.02 -0.76  -0.5263
C20 2.42 -7.60 0.43  -0.1450
S4 2.70 -6.61 1.88  0.6752
H1 -1.69 8.13 -0.89  0.1347
H2 -1.88 6.77 -3.26  0.1328
H3 -2.72 7.03 1.11  0.0859
H4 0.77 -2.41 0.31  0.0818
H5 4.97 -2.71 0.12  0.1270
H6 -2.67 4.50 -3.20  0.1307
H7 0.54 -4.53 1.59  0.1121
H8 4.86 -4.96 0.80  0.1479
H9 3.58 -0.70 -0.80  0.1843
H10 3.23 -0.05 2.94  0.1081
H11 1.73 -1.01 2.51  0.0829
H12 -4.37 1.61 -3.90  0.0696
H13 -4.81 0.49 -2.68  0.0614
H14 -3.93 2.59 0.21  0.0728
H15 1.38 -7.65 0.31  0.0390
H16 2.93 -8.63 0.58  0.1143
H17 2.89 -7.11 -0.41  0.0622